(1)
C5H10O2 | ωB97M-V/def2-TZVPD

```
17
Properties=species:S:1:pos:R:3:forces:R:3:lowdin_charge:R:1
O -1.740 -0.789 -1.109 -0.106 -0.156 0.026 -0.07
C -0.448 -0.686 -1.692 0.339 0.025 -0.139 -0.27
C 0.382 0.406 -1.020 -0.037 0.048 -0.035 -0.15
C 0.802 0.236 0.455 0.056 0.004 -0.086 -0.23
C 0.342 1.368 1.398 0.153 0.361 -0.158 -0.16
O -0.588 0.510 2.068 -0.071 -0.005 0.171 -0.10
C -0.039 -0.638 1.410 0.135 -0.381 -0.089 -0.15
H -1.915 -1.711 -0.894 -0.047 0.194 -0.110 0.08
H -0.560 -0.401 -2.750 0.017 -0.136 0.189 0.11
H 0.074 -1.653 -1.677 -0.066 0.139 0.103 0.12
H -0.187 1.338 -1.125 0.055 -0.115 0.020 0.11
H 1.285 0.526 -1.634 -0.154 0.055 0.095 0.11
H 1.875 0.026 0.515 -0.200 -0.016 -0.015 0.13
H -0.167 2.203 0.904 0.058 -0.041 0.068 0.11
H 1.111 1.768 2.077 -0.161 -0.171 -0.101 0.12
H 0.583 -1.224 2.101 -0.094 0.034 -0.085 0.12
H -0.808 -1.279 0.972 0.123 0.160 0.147 0.10
```
Positions in Å, forces in eV/Å.

* calculated total energy: -346.9281 Eh
* ΔE to the lowest compared entry with this formula, charge and spin: 61.1 kcal/mol
* largest force on an atom: 0.42 eV Å⁻¹
* lowest unoccupied orbital energy: 0.862 eV

=====

(2)
C5H10O2 | ωB97M-V/def2-TZVPD

```
17
Properties=species:S:1:pos:R:3:forces:R:3:lowdin_charge:R:1
C 1.387 -1.120 -0.639 -0.013 -0.024 0.000 0.00
C 0.876 0.114 0.067 -0.092 -0.244 -0.171 -0.48
O 1.774 1.162 -0.170 -0.037 0.171 0.029 0.01
C 0.099 0.223 1.366 -0.004 0.058 0.209 0.01
C -0.584 0.459 0.038 0.051 -0.216 0.030 -0.50
C -1.613 -0.564 -0.389 0.009 -0.001 -0.019 -0.01
O -0.826 1.786 -0.359 -0.243 0.108 0.187 0.01
H 2.460 -1.248 -0.468 -0.152 0.045 0.104 0.09
H 0.879 -2.054 -0.378 0.016 0.279 0.106 0.08
H 1.243 -0.942 -1.710 0.097 -0.144 0.069 0.09
H 1.290 1.995 -0.064 0.023 -0.161 -0.184 0.10
H 0.358 1.123 1.916 -0.004 -0.125 0.050 0.11
H -0.230 -0.607 1.988 0.209 -0.004 -0.260 0.11
H -2.588 -0.324 0.051 0.115 0.015 -0.096 0.09
H -1.724 -0.625 -1.476 0.049 0.105 0.140 0.09
H -1.329 -1.554 -0.018 -0.060 0.174 -0.092 0.08
H -1.470 2.175 0.245 0.036 -0.036 -0.103 0.11
```
Positions in Å, forces in eV/Å.

* calculated total energy: -346.9537 Eh
* ΔE to the lowest compared entry with this formula, charge and spin: 45.0 kcal/mol
* largest force on an atom: 0.33 eV Å⁻¹
* lowest unoccupied orbital energy: 0.766 eV
* SMILES: C[C@]1(O)C[C@@]1(C)O

=====

(3)
C5H10O2 | ωB97M-V/def2-TZVPD

```
17
Properties=species:S:1:pos:R:3:forces:R:3:lowdin_charge:R:1
C 1.772 0.027 0.199 0.062 0.017 -0.016 -0.06
C 0.415 -0.572 0.518 0.100 -0.041 0.042 -0.25
C -0.490 -0.895 -0.710 -0.190 -0.124 0.197 -0.34
O 0.029 -0.595 -1.987 0.188 -0.188 -0.085 -0.03
C -1.487 0.185 -0.264 -0.105 0.064 -0.032 -0.06
C -0.662 0.433 1.016 -0.119 -0.254 0.097 -0.33
O -0.194 1.747 1.235 -0.137 0.195 -0.099 -0.02
H 2.449 -0.740 -0.199 -0.089 0.122 0.044 0.08
H 2.226 0.445 1.102 -0.053 -0.058 -0.125 0.08
H 1.687 0.828 -0.539 0.040 -0.091 0.109 0.08
H 0.531 -1.428 1.192 -0.033 0.125 -0.099 0.14
H -0.901 -1.914 -0.686 0.075 0.164 -0.032 0.14
H 0.765 -1.195 -2.161 -0.111 0.102 -0.055 0.10
H -2.525 -0.129 -0.122 0.168 0.064 -0.029 0.11
H -1.460 1.032 -0.959 0.012 -0.094 0.095 0.12
H -1.168 0.085 1.925 0.080 0.058 -0.125 0.14
H -0.685 2.344 0.660 0.113 -0.060 0.113 0.09
```
Positions in Å, forces in eV/Å.

* calculated total energy: -346.9554 Eh
* ΔE to the lowest compared entry with this formula, charge and spin: 44.0 kcal/mol
* largest force on an atom: 0.30 eV Å⁻¹
* lowest unoccupied orbital energy: 0.878 eV
* SMILES: C[C@@H]1[C@H](O)C[C@@H]1O

=====

(4)
C5H10O2 | ωB97M-V/def2-TZVPD

```
17
Properties=species:S:1:pos:R:3:forces:R:3:lowdin_charge:R:1
C 1.264 1.118 -1.530 0.054 -0.003 -0.190 -0.04
C -0.203 0.826 -1.709 0.006 0.126 -1.281 -0.40
O -0.630 -0.172 -2.265 0.200 0.707 -0.672 0.00
C -0.390 0.206 0.632 -0.394 0.053 0.178 -0.24
C -1.178 -0.933 1.238 -0.227 -0.264 0.389 -0.09
C 0.207 -1.387 1.719 -0.014 -0.489 0.435 -0.16
O 0.868 -0.270 1.098 0.057 -0.048 0.199 -0.11
H 1.557 1.411 -2.539 0.353 0.095 -0.036 0.09
H 1.488 1.937 -0.838 -0.247 -0.165 -0.144 0.09
H 1.826 0.229 -1.234 -0.166 0.087 -0.133 0.09
H -0.878 1.655 -1.395 0.013 -0.157 -0.342 0.13
H -0.520 -0.040 -0.410 0.303 0.605 0.975 0.04
H -0.589 1.252 0.906 -0.042 -0.305 -0.119 0.14
H -1.925 -0.657 1.975 0.054 -0.211 0.258 0.10
H -1.628 -1.561 0.460 0.024 0.063 0.349 0.12
H 0.563 -2.339 1.316 -0.029 0.055 0.109 0.12
H 0.342 -1.353 2.801 0.056 -0.150 0.024 0.11
```
Positions in Å, forces in eV/Å.

* calculated total energy: -346.8793 Eh
* ΔE to the lowest compared entry with this formula, charge and spin: 91.7 kcal/mol
* largest force on an atom: 1.29 eV Å⁻¹
* lowest unoccupied orbital energy: 0.966 eV

=====

(5)
C5H10O2 | ωB97M-V/def2-TZVPD

```
17
Properties=species:S:1:pos:R:3:forces:R:3:lowdin_charge:R:1
C 0.231 0.551 2.267 0.026 0.021 0.069 0.00
C 0.701 0.283 0.861 0.296 -0.098 0.032 -0.40
O 1.854 0.006 0.604 -0.505 0.037 0.126 0.04
C -0.381 0.344 -0.212 0.180 0.197 -0.005 -0.28
C -0.211 -0.552 -1.441 0.084 -0.029 -0.094 -0.09
C -1.413 -1.313 -0.864 -0.101 -0.289 -0.211 -0.15
O -1.546 -0.381 0.227 -0.121 0.027 0.110 -0.09
H 1.092 0.753 2.906 -0.128 -0.041 -0.080 0.09
H -0.484 1.379 2.304 0.092 -0.121 -0.036 0.09
H -0.294 -0.341 2.624 0.039 0.115 -0.013 0.09
H -0.620 1.398 -0.421 0.092 -0.134 0.074 0.16
H -0.395 -0.055 -2.395 0.046 -0.075 0.177 0.11
H 0.738 -1.090 -1.480 -0.149 0.075 0.028 0.11
H -1.199 -2.327 -0.506 -0.044 0.153 -0.024 0.12
H -2.316 -1.330 -1.482 0.133 0.001 0.070 0.12
H 2.053 1.609 -1.743 0.044 0.022 -0.071 0.06
H 2.190 1.066 -1.250 0.018 0.138 -0.151 0.04
```
Positions in Å, forces in eV/Å.

* calculated total energy: -346.9140 Eh
* ΔE to the lowest compared entry with this formula, charge and spin: 70.0 kcal/mol
* largest force on an atom: 0.52 eV Å⁻¹
* lowest unoccupied orbital energy: 0.937 eV
* SMILES: CC(=O)[C@H]1CCO1.[H][H]

=====

(6)
C5H10O2 | ωB97M-V/def2-TZVPD

```
17
Properties=species:S:1:pos:R:3:forces:R:3:lowdin_charge:R:1
C -2.348 0.440 -0.349 -0.050 0.027 -0.011 -0.01
C -1.247 -0.553 -0.060 -0.323 -0.068 -0.102 -0.43
O -0.813 -0.470 1.288 0.048 -0.004 0.064 -0.06
C 0.580 -0.213 1.305 0.216 0.055 0.030 -0.13
C 1.040 -0.472 -0.132 0.116 -0.017 0.042 -0.36
C 2.096 0.483 -0.649 0.053 0.033 -0.008 -0.04
O -0.148 -0.247 -0.876 0.078 0.058 -0.050 -0.05
H -1.965 1.449 -0.169 -0.079 -0.105 0.012 0.09
H -2.650 0.361 -1.397 0.011 -0.014 0.129 0.09
H -3.216 0.259 0.290 0.116 -0.011 -0.066 0.09
H -1.579 -1.589 -0.241 0.049 0.104 0.014 0.15
H 0.770 0.830 1.595 -0.042 -0.114 -0.059 0.13
H 1.064 -0.874 2.032 -0.077 0.084 -0.104 0.13
H 1.364 -1.519 -0.251 -0.070 0.145 0.015 0.15
H 2.236 0.343 -1.724 0.023 -0.036 0.140 0.08
H 3.058 0.332 -0.149 -0.124 -0.018 -0.036 0.09
H 1.768 1.513 -0.482 0.054 -0.118 -0.009 0.09
```
Positions in Å, forces in eV/Å.

* calculated total energy: -346.9791 Eh
* ΔE to the lowest compared entry with this formula, charge and spin: 29.1 kcal/mol
* largest force on an atom: 0.35 eV Å⁻¹
* lowest unoccupied orbital energy: 1.102 eV
* SMILES: C[C@@H]1OC[C@H](C)O1

=====

(7)
C5H10O2 | ωB97M-V/def2-TZVPD

```
17
Properties=species:S:1:pos:R:3:forces:R:3:lowdin_charge:R:1
C -1.075 0.670 1.519 0.153 0.045 -0.037 0.00
C 0.170 0.838 1.086 -0.191 0.002 0.064 -0.14
C 0.531 1.220 -0.334 0.236 0.087 0.140 -0.46
C 1.664 0.345 -0.877 0.025 -0.054 -0.015 -0.05
O -0.579 1.217 -1.200 -0.085 -0.174 -0.050 -0.05
H -1.917 0.817 0.847 0.116 -0.043 0.089 0.07
H -1.291 0.408 2.552 0.069 0.041 -0.137 0.06
H 1.010 0.718 1.773 -0.115 0.018 -0.096 0.10
H 0.882 2.261 -0.316 -0.023 -0.112 0.013 0.14
H 2.539 0.366 -0.218 -0.136 0.014 -0.085 0.08
H 1.329 -0.696 -0.973 0.054 0.152 0.025 0.07
H 1.963 0.697 -1.869 -0.049 -0.051 0.143 0.08
H -0.866 0.292 -1.293 -0.010 0.160 -0.026 0.05
C -1.083 -2.295 -0.166 -0.156 0.167 -0.296 -0.10
O -1.395 -1.596 -1.100 0.112 -0.344 0.384 -0.01
H -0.260 -2.028 0.516 -0.016 0.038 -0.047 0.08
H -1.621 -3.235 0.052 0.017 0.054 -0.069 0.09
```
Positions in Å, forces in eV/Å.

* calculated total energy: -346.9343 Eh
* ΔE to the lowest compared entry with this formula, charge and spin: 57.2 kcal/mol
* largest force on an atom: 0.53 eV Å⁻¹
* lowest unoccupied orbital energy: 0.423 eV
* SMILES: C=C[C@@H](C)O.C=O

=====

(8)
C5H10O2 | ωB97M-V/def2-TZVPD

```
17
Properties=species:S:1:pos:R:3:forces:R:3:lowdin_charge:R:1
O 2.490 -0.732 -1.197 1.079 -0.121 1.342 -0.12
C 1.870 -0.716 0.176 0.828 -0.044 -0.962 -0.13
C 0.474 -0.216 -0.135 0.150 -0.245 -0.961 -0.33
C -0.843 -0.863 0.335 0.207 -0.038 -0.113 -0.12
C -1.838 0.245 -0.031 0.013 -0.001 -0.055 -0.17
C -1.045 1.500 0.336 -0.250 0.093 0.035 -0.20
O 0.327 1.183 0.122 0.210 -0.055 0.061 -0.11
H 2.724 0.177 -1.457 -0.128 -0.412 0.428 0.09
H 2.477 -0.086 0.829 -0.220 -0.102 0.099 0.12
H 1.872 -1.763 0.499 0.112 0.295 -0.075 0.12
H 0.785 -0.407 -1.215 -2.814 0.578 0.379 0.15
H -0.902 -1.063 1.417 0.346 0.125 -0.236 0.12
H -1.046 -1.803 -0.187 0.075 0.133 0.057 0.12
H -2.795 0.183 0.497 0.210 -0.021 -0.063 0.11
H -2.038 0.224 -1.108 0.033 0.016 0.147 0.11
H -1.199 1.765 1.393 0.079 -0.052 -0.162 0.12
H -1.314 2.370 -0.274 0.071 -0.148 0.078 0.12
```
Positions in Å, forces in eV/Å.

* calculated total energy: -346.9351 Eh
* ΔE to the lowest compared entry with this formula, charge and spin: 56.7 kcal/mol
* largest force on an atom: 2.90 eV Å⁻¹
* lowest unoccupied orbital energy: 1.053 eV
* SMILES: OC[C@H]1CCCO1